The following is a DFT calculation (the ωB97M-V functional and the def2-TZVPD basis) of an isolated molecule of C20H23N3O2.

```
48
C20H23N3O2 the ωB97M-V functional and the def2-TZVPD basis
C 1.3885 3.4161 -0.6682
C -0.0103 2.9214 -0.4676
C -0.6519 2.1538 -1.4302
C -1.9399 1.6875 -1.2283
C -2.6231 1.9732 -0.0538
C -1.9874 2.7541 0.9059
C -0.7025 3.2193 0.7018
H -0.2236 3.8227 1.4595
H -2.5063 2.9969 1.8227
C -3.9831 1.3919 0.2037
H -4.6313 2.1294 0.6803
H -4.4402 1.0813 -0.7367
C -3.8929 0.1592 1.1254
N -2.9909 -0.8342 0.6032
C -3.3474 -1.7724 -0.2995
O -4.4648 -1.9596 -0.7236
C -2.0823 -2.5447 -0.6677
H -2.0358 -3.4504 -0.0586
H -2.0788 -2.8274 -1.7183
C -0.9613 -1.5784 -0.2779
C 0.3423 -2.2540 0.1084
O 0.4477 -2.9869 1.0678
N 1.3826 -1.9574 -0.7060
H 1.2513 -1.3050 -1.4631
C 2.7456 -2.2902 -0.3658
C 3.5675 -1.0632 -0.0740
C 2.9818 0.1083 0.3972
N 3.6550 1.2162 0.6487
C 4.9629 1.2138 0.4580
C 5.6578 0.1015 0.0069
C 4.9442 -1.0525 -0.2686
H 5.4469 -1.9383 -0.6311
H 6.7269 0.1392 -0.1320
H 5.4693 2.1443 0.6762
H 1.9157 0.1613 0.5817
H 2.6897 -2.9268 0.5249
H 3.2072 -2.8670 -1.1751
H -0.7979 -0.8582 -1.0850
C -1.5829 -0.8573 0.9263
H -1.4045 -1.4424 1.8390
H -1.1900 0.1509 1.0633
H -4.8827 -0.2984 1.2053
H -3.5464 0.4503 2.1198
H -2.4238 1.0938 -1.9917
H -0.1389 1.9220 -2.3542
H 2.0876 2.8405 -0.0591
H 1.4696 4.4596 -0.3705
H 1.6875 3.3254 -1.7101
```

Values from the calculation:
ΔE to the lowest compared entry with this formula, charge and spin: 6.1 kcal/mol
LUMO level: 0.0211 Ha
SMILES: Cc1ccc(CCN2C[C@@H](C(=O)NCc3cccnc3)CC2=O)cc1

These are the Mulliken partial charges, in e, on atoms 1 to 4: -1.425 0.921 -0.590 -0.344

---

The following is a DFT calculation (the ωB97M-V functional and the def2-TZVPD basis) of an isolated molecule of C7H7ClFNO3S2 in a non-equilibrium geometry.

```
22
C7H7ClFNO3S2 the ωB97M-V functional and the def2-TZVPD basis
C -1.3531 -1.6734 -0.6844
C -1.6461 -1.8684 0.6545
C -0.9641 -0.4270 -1.1380
C -1.5506 -0.8180 1.5519
C -0.8675 0.6468 -0.2598
C -1.1540 0.4168 1.0834
C -0.3473 1.9548 -0.6886
N 2.3823 2.9566 -0.5269
O 1.7682 0.3388 -1.0510
O 1.4375 -0.6524 1.1514
O 1.5737 -2.0729 -0.8390
F -1.0385 1.4506 1.9498
S 1.4525 1.9175 -0.2292
S 1.9415 -0.8807 -0.1629
Cl 3.9184 -0.9388 0.0257
H -1.4227 -2.4958 -1.3771
H -1.9467 -2.8427 1.0032
H -0.7362 -0.2738 -2.1825
H -1.7556 -0.9470 2.6030
H -0.7522 2.8003 -0.1340
H -0.3915 2.1309 -1.7593
H 1.4520 1.2778 1.0099
```

Values from the calculation:
ΔE to the lowest compared entry with this formula, charge and spin: 11.4 kcal/mol
LUMO level: 0.0089 Ha
SMILES: N#[S@@H](Cc1ccccc1F)OS(=O)(=O)Cl

These are the Mulliken partial charges, in e, on atoms 1 to 4: -0.532 -0.344 -0.285 -0.631

---

The following is a DFT calculation (the ωB97M-V functional and the def2-TZVPD basis) of an isolated molecule of C5H7NO.

```
14
C5H7NO the ωB97M-V functional and the def2-TZVPD basis
O 3.3659 -0.6766 0.6969
C 2.3609 -0.5624 -0.2841
C 1.0187 -0.2585 0.2330
C -0.1006 0.1156 0.4904
C -1.3950 0.7676 0.4196
C -2.2302 0.2737 -0.7096
N -2.6940 0.1410 0.6596
H 3.3115 0.1092 1.2555
H 2.5941 0.2294 -1.0152
H 2.3497 -1.5093 -0.8330
H -1.3788 1.8292 0.6607
H -1.8387 -0.6146 -1.2024
H -2.7481 0.9716 -1.3586
H -2.6153 -0.8158 0.9872
```

Values from the calculation:
ΔE to the lowest compared entry with this formula, charge and spin: 82.7 kcal/mol
LUMO level: 0.0301 Ha
SMILES: OCC#C[C@H]1CN1

These are the Mulliken partial charges, in e, on atoms 1 to 4: -0.512 -0.514 0.184 0.002

---

The following is a DFT calculation (the ωB97M-V functional and the def2-TZVPD basis) of a structure of composition C25H69MgO11Zr in a non-equilibrium geometry.

```
107
C25H69MgO11Zr the ωB97M-V functional and the def2-TZVPD basis
Zr -4.0550 1.7088 -0.9136
Mg -2.6043 -1.7819 -2.2082
C -0.8734 -5.6361 -2.6600
C -0.3710 -4.3062 -2.0833
C 0.9724 -3.9599 -2.8156
O -1.3003 -3.2567 -2.1926
H -0.1233 -6.4263 -2.6937
H -1.2710 -5.5275 -3.6690
H -1.7370 -6.0070 -2.1080
H -0.1734 -4.4731 -1.0244
H 1.6630 -4.8008 -2.8801
H 1.3991 -3.1634 -2.2060
H 0.8910 -3.5189 -3.8091
C -1.3450 5.1741 0.3759
C -2.4425 4.3239 1.0143
C -3.5257 5.1974 1.6882
O -2.9304 3.3313 0.1723
H -0.6786 5.6345 1.1054
H -1.7995 5.9654 -0.2203
H -0.6525 4.6156 -0.2538
H -2.0068 3.8633 1.9009
H -3.0374 5.9222 2.3397
H -4.1954 4.6550 2.3556
H -4.1416 5.7470 0.9763
C -0.1915 1.1400 -1.2157
C -1.1107 0.0713 -0.5577
C -1.0459 0.1819 0.9717
O -2.4684 0.0540 -1.0348
H -0.4045 2.1767 -0.9553
H -0.1002 1.0301 -2.2963
H 0.7922 0.8945 -0.8153
H -0.5975 -0.8820 -0.6837
H -1.4673 -0.6657 1.5122
H -1.5504 1.0950 1.2877
H 0.0058 0.2542 1.2488
C 3.3014 4.0634 -1.3795
C 2.5264 4.0272 -0.0256
O 3.1848 3.1744 0.8911
H 3.4532 3.0837 -1.8326
H 4.2346 4.5800 -1.1550
H 2.7291 4.6727 -2.0790
H 1.5052 3.6999 -0.2205
H 2.4442 5.0437 0.3592
H 2.8019 3.2954 1.7631
C 3.0466 -0.1221 1.3478
C 3.8178 0.1281 0.0287
O 4.7698 1.0788 0.2268
H 2.3533 -0.9310 1.1173
H 2.6074 0.8081 1.7082
H 3.6657 -0.4585 2.1795
H 3.1453 0.4463 -0.7679
H 4.3540 -0.7713 -0.2741
H 4.2512 1.8774 0.3491
C 0.1342 4.1736 4.2846
C 0.6676 3.4748 3.0291
O 1.9383 2.9700 3.2746
H 0.6928 5.0888 4.4805
H 0.2135 3.4945 5.1335
H -0.9389 4.3612 4.3218
H 0.6954 4.2235 2.2374
H 0.0975 2.6439 2.6134
H 1.8430 2.2532 3.9061
C -0.3951 0.3084 -5.1393
C -0.9020 -0.9644 -4.4510
O -2.1300 -0.6946 -3.9213
H 0.5523 0.1625 -5.6583
H -0.2215 1.0884 -4.3980
H -1.1458 0.7134 -5.8179
H -0.1178 -1.1767 -3.7244
H -0.9375 -1.8413 -5.0973
H -2.6622 -0.6896 -4.7203
C -1.9864 -1.7057 4.3221
C -3.2655 -2.1723 4.9476
O -3.2197 -3.5741 4.7628
H -1.8530 -2.1548 3.3379
H -1.1710 -2.1377 4.9023
H -1.8654 -0.6404 4.1256
H -4.1611 -1.8218 4.4347
H -3.3332 -1.7823 5.9632
H -4.1091 -3.9319 4.7118
C 0.2322 -3.3576 1.7538
C 1.2055 -3.3678 2.9521
O 1.2990 -4.6634 3.4902
H 0.6604 -3.9920 0.9777
H 0.0367 -2.3617 1.3563
H -0.7126 -3.8295 2.0236
H 0.9397 -2.6443 3.7229
H 2.2073 -3.0396 2.6749
H 0.4702 -4.8579 3.9337
C -3.2624 -4.3275 0.8051
C -3.6401 -2.8534 0.6236
O -3.9336 -2.5512 -0.7586
H -3.0783 -4.4361 1.8740
H -2.3805 -4.4863 0.1844
H -4.0920 -4.9968 0.5775
H -2.8537 -2.2315 1.0515
H -4.5498 -2.6200 1.1768
H -4.7526 -2.9974 -0.9861
C 3.2790 0.6049 -4.0581
C 4.6475 1.3161 -4.4414
O 5.3319 0.2876 -5.1619
H 2.7631 0.2408 -4.9465
H 2.5935 1.2758 -3.5404
H 3.4138 -0.2783 -3.4337
H 5.2278 1.5498 -3.5488
H 4.5356 2.2349 -5.0170
H 6.2784 0.3872 -5.0362
```

Values from the calculation:
LUMO level: -0.5142 Ha
Charge: +3

These are the Mulliken partial charges, in e, on atoms 1 to 4: 1.420 1.080 -1.532 1.287

---

The following is a DFT calculation (the ωB97M-V functional and the def2-TZVPD basis) of a cluster of 2 separate species, C4H12N2 in total in a non-equilibrium geometry.

```
18
C4H12N2 the ωB97M-V functional and the def2-TZVPD basis
C -0.1232 0.9597 -0.5721
C 1.3000 1.0677 -1.0712
C -0.3567 1.5999 0.7685
C -0.6229 -2.0268 1.2197
N -1.1561 0.9022 -1.3480
N 0.1948 -1.5199 -0.0041
H -0.9344 0.5826 -2.2909
H -0.4796 -1.4244 -0.7601
H 0.8213 -2.2434 -0.3534
H 1.7036 2.0606 -0.8837
H 1.3831 0.8375 -2.1330
H 1.8951 0.3353 -0.5221
H 0.2088 2.5192 0.9177
H -1.4017 1.8802 0.8729
H -0.0906 0.9241 1.5778
H 0.0968 -2.5959 1.8069
H -1.4670 -2.6759 0.9670
H -0.9713 -1.1827 1.8082
```

Values from the calculation:
ΔE to the lowest compared entry with this formula, charge and spin: 29.0 kcal/mol
LUMO level: 0.0382 Ha
SMILES: CC(C)=N.CN

These are the Mulliken partial charges, in e, on atoms 1 to 4: 1.276 -1.335 -1.393 -0.742

---

The following is a DFT calculation (the ωB97M-V functional and the def2-TZVPD basis) of an isolated molecule of C5H10O2.

```
17
C5H10O2 the ωB97M-V functional and the def2-TZVPD basis
O -2.3779 1.0366 0.2156
C -1.0364 1.2444 0.6315
C -0.2732 -0.0468 0.4147
C 0.0125 -0.3880 -1.0477
C 1.1145 -1.4368 -0.9086
O 1.8071 -1.1355 0.3017
C 1.1376 -0.0930 0.9934
H -2.6447 1.7501 -0.3677
H -0.5593 2.0629 0.0703
H -1.0206 1.5266 1.6952
H -0.8684 -0.8547 0.8600
H -0.8654 -0.7477 -1.5900
H 0.3951 0.5032 -1.5648
H 1.8279 -1.4226 -1.7403
H 0.6911 -2.4488 -0.8382
H 1.6594 0.8662 0.8312
H 1.1582 -0.3136 2.0662
```

Values from the calculation:
ΔE to the lowest compared entry with this formula, charge and spin: 36.1 kcal/mol
LUMO level: 0.0320 Ha
SMILES: OC[C@H]1CCOC1

These are the Mulliken partial charges, in e, on atoms 1 to 4: -0.518 -0.801 0.454 -0.714